ORCA calculation (ωB97M-V with the def2-TZVPD basis set) on C10H14BFN6V as an isolated structure in a non-equilibrium geometry.

Its total charge is 0. For the LUMO energy (alpha / beta), the calculation gives -0.025 / -0.028 Ha. As for the expectation value of S²: 3.757. Its highest occupied orbital energy (alpha / beta) is -8.153 / -8.153 eV. The spin multiplicity is 4. Its energy above the lowest of the compared OMol25 structures with the same formula, charge and spin is 71.5 kcal/mol.

Each line ends with the Löwdin spin population.
Atoms and positions in Å:
H (1.632, -3.254, 1.672)  0.0041
N (0.656, -2.666, -0.125)  0.0037
B (0.591, -1.994, -2.703)  0.0015
N (1.130, -2.759, -1.461)  0.0030
C (1.968, -3.820, -1.533)  0.0057
V (-1.255, -2.367, 0.846)  2.8653
H (2.251, -4.263, -2.482)  0.0003
C (2.310, -4.192, -0.248)  0.0037
H (2.973, -4.995, 0.040)  0.0000
C (1.584, -3.350, 0.599)  0.0193
H (0.784, -2.645, -3.690)  0.0001
C (-0.600, 3.880, 0.881)  0.0000
H (-1.337, 3.980, 1.693)  0.0000
H (-0.760, 2.903, 0.398)  0.0000
H (-0.830, 4.664, 0.143)  0.0000
N (1.319, -0.584, -2.996)  0.0002
N (-0.935, -1.881, -2.440)  0.0032
N (1.260, 0.341, -1.975)  0.0000
N (-1.594, -1.714, -1.190)  0.0035
C (2.007, -0.002, -4.005)  0.0000
C (-1.874, -2.183, -3.368)  0.0058
H (2.195, -0.520, -4.894)  0.0000
H (-1.620, -2.613, -4.331)  0.0003
C (2.362, 1.299, -3.616)  0.0000
C (-3.117, -1.886, -2.838)  0.0039
C (1.845, 1.447, -2.306)  0.0000
C (-2.882, -1.449, -1.529)  0.0193
H (2.897, 2.035, -4.136)  0.0000
H (-4.071, -2.002, -3.321)  0.0000
H (1.874, 2.275, -1.644)  0.0000
H (-3.573, -1.036, -0.812)  0.0041
H (0.362, 3.981, 1.241)  0.0000
F (-0.976, -0.829, 1.738)  0.0529